1) ORCA calculation (the ωB97M-V functional and the def2-TZVPD basis) on an isolated ion of composition C6H6NS and charge +1.

Positions of all 14 atoms, in Å:
C: -1.17 1.16 -0.06
C: -0.34 0.12 -0.38
C: -0.80 -1.19 -0.16
C: -3.65 -0.43 0.26
C: 1.81 -0.44 0.50
C: 1.15 0.24 -0.65
N: -1.51 -2.06 0.08
S: -2.99 0.98 0.05
H: -0.88 2.13 -0.04
H: 1.50 0.17 1.36
H: 2.84 -0.57 0.49
H: 1.46 -1.39 0.71
H: 1.27 0.02 -1.69
H: 1.32 1.26 -0.47

Values from the calculation:
Frontier orbital gap, Eh: 0.2873
E_LUMO, eV: -7.96
Total charge: +1


2) ORCA calculation (the ωB97M-V functional and the def2-TZVPD basis) on an isolated ion of composition C6H6NS and charge +1.

Positions of all 14 atoms, in Å:
C: 1.71 -1.42 -0.94
C: 1.20 -1.11 0.28
C: 2.15 -1.37 1.34
C: 3.96 -2.13 0.39
C: -0.28 0.90 0.10
C: -0.15 -0.58 0.63
N: 2.94 -1.34 2.19
S: 3.30 -2.25 -1.04
H: 1.03 -1.26 -1.86
H: 0.13 1.65 0.68
H: -1.35 1.30 0.13
H: -0.04 0.86 -0.99
H: -0.99 -1.13 0.35
H: -0.35 -0.49 1.65

Values from the calculation:
Frontier orbital gap, Eh: 0.3169
E_LUMO, eV: -7.07
Total charge: +1


Stability ranking, top and bottom: 2) is the most stable and 1) is the least stable.


1) ORCA calculation (the ωB97M-V functional and the def2-TZVPD basis) on a 2-piece molecular cluster, C4H11NO2 overall.

Positions of all 18 atoms, in Å:
O: -0.45 -1.09 1.50
C: 0.79 -1.17 1.41
O: 1.47 -1.04 0.28
C: 1.70 -1.42 2.61
H: 2.15 -2.43 2.53
H: 2.49 -0.67 2.63
H: 1.11 -1.34 3.55
C: -1.51 1.83 -1.81
C: -0.64 1.07 -0.84
N: -0.41 -0.34 -1.27
H: -1.75 2.86 -1.45
H: -1.03 1.90 -2.79
H: -2.48 1.29 -2.00
H: 0.37 1.55 -0.73
H: -1.07 1.05 0.17
H: -1.19 -0.91 -1.02
H: 0.76 -0.77 -0.47
H: -0.31 -0.36 -2.32

Values from the calculation:
Expectation value of S²: 0.7568
Frontier orbital gap (spin up / spin down), Eh: 0.4205 / 0.2111
Multiplicity: 2
E_LUMO (spin up / spin down), eV: -3.92 / -9.36
Total charge: +1


2) ORCA calculation (the ωB97M-V functional and the def2-TZVPD basis) on a 2-piece molecular cluster, C4H11NO2 overall.

Positions of all 18 atoms, in Å:
C: 1.29 -1.19 -1.12
N: 1.35 0.27 -1.06
C: -1.15 0.57 -0.92
C: 0.29 1.00 -0.49
C: 0.39 0.75 1.07
O: 0.36 1.67 1.79
H: 0.95 -1.45 -2.12
H: 2.28 -1.59 -0.90
H: 0.49 -1.60 -0.50
H: 1.70 0.65 -1.94
H: -1.60 0.02 -0.10
H: -1.71 1.49 -0.95
H: -1.35 0.17 -1.91
H: 0.44 2.05 -0.71
H: 0.51 -0.29 1.41
H: -2.41 -2.80 0.65
H: -1.41 -2.02 1.62
O: -1.93 -1.99 0.82

Values from the calculation:
Expectation value of S²: 0.7559
Frontier orbital gap (spin up / spin down), Eh: 0.4196 / 0.2510
Multiplicity: 2
E_LUMO (spin up / spin down), eV: -3.53 / -7.97
Total charge: +1


Stability ranking, top and bottom: 1) is the most stable and 2) is the least stable.


1) ORCA calculation (the ωB97M-V functional and the def2-TZVPD basis) on a 2-piece molecular cluster, C32H30N3O overall.

Positions of all 66 atoms, in Å:
C: -3.67 -0.68 2.98
C: -2.93 -1.84 3.27
C: -1.53 -1.79 3.29
C: -0.83 -0.58 2.99
C: 0.64 -0.45 2.99
N: 1.13 0.80 3.04
C: 2.36 1.23 2.93
C: 2.81 2.57 3.00
N: 3.39 3.60 3.01
C: 1.49 -1.66 2.89
C: 1.03 -2.77 2.13
C: 1.74 -3.97 2.09
C: 2.97 -4.09 2.75
C: 3.49 -2.97 3.41
C: 2.77 -1.77 3.48
C: -1.60 0.56 2.69
C: -3.00 0.51 2.68
H: -4.76 -0.71 2.98
H: -3.45 -2.78 3.47
H: -0.97 -2.70 3.53
H: 3.18 0.52 2.71
H: 0.10 -2.69 1.57
H: 1.33 -4.82 1.54
H: 3.52 -5.03 2.73
H: 4.48 -3.03 3.88
H: 3.21 -0.92 4.00
H: -1.08 1.49 2.46
H: -3.57 1.41 2.44
C: -0.43 4.77 10.34
N: 0.50 5.29 9.36
C: 1.36 6.36 9.83
C: 0.41 4.96 8.01
C: -0.12 5.90 7.08
C: -0.17 5.58 5.74
C: 0.43 4.38 5.23
C: 0.55 4.16 3.83
C: 0.68 5.20 2.87
C: 0.45 4.93 1.48
C: 0.43 5.92 0.53
C: 0.15 5.62 -0.91
C: 0.66 7.33 0.92
O: 0.63 8.25 0.08
C: 0.95 7.59 2.34
C: 1.14 9.01 2.78
C: 1.04 6.55 3.22
C: 0.89 3.42 6.19
C: 0.84 3.69 7.54
H: -1.04 3.98 9.89
H: 0.12 4.37 11.20
H: -1.10 5.57 10.71
H: 2.09 6.62 9.06
H: 0.77 7.26 10.10
H: 1.89 6.01 10.73
H: -0.50 6.85 7.44
H: -0.64 6.28 5.04
H: 0.46 3.13 3.45
H: 0.29 3.90 1.16
H: 0.30 6.51 -1.52
H: 0.81 4.82 -1.26
H: -0.88 5.27 -1.03
H: 1.18 9.69 1.93
H: 0.31 9.33 3.43
H: 2.06 9.12 3.37
H: 1.36 6.77 4.23
H: 1.30 2.47 5.82
H: 1.20 2.97 8.27

Values from the calculation:
Frontier orbital gap, Eh: 0.1725
E_LUMO, eV: 1.50
Total charge: -1


2) ORCA calculation (the ωB97M-V functional and the def2-TZVPD basis) on a 2-piece molecular cluster, C32H30N3O overall.

Positions of all 66 atoms, in Å:
C: -3.57 -0.67 2.90
C: -2.96 -1.90 3.19
C: -1.57 -1.99 3.22
C: -0.77 -0.86 2.94
C: 0.69 -0.87 2.97
N: 1.27 0.33 2.99
C: 2.41 0.73 2.52
C: 2.93 2.02 2.75
N: 3.51 3.04 2.85
C: 1.49 -2.10 2.92
C: 1.03 -3.23 2.21
C: 1.83 -4.38 2.12
C: 3.10 -4.40 2.71
C: 3.58 -3.26 3.37
C: 2.79 -2.12 3.46
C: -1.40 0.37 2.65
C: -2.79 0.46 2.62
H: -4.66 -0.59 2.90
H: -3.56 -2.79 3.39
H: -1.08 -2.94 3.44
H: 3.02 0.09 1.85
H: 0.06 -3.20 1.73
H: 1.43 -5.25 1.60
H: 3.71 -5.30 2.65
H: 4.58 -3.25 3.82
H: 3.18 -1.23 3.96
H: -0.78 1.24 2.45
H: -3.25 1.42 2.36
C: -0.52 4.98 10.44
N: 0.51 5.34 9.49
C: 1.46 6.32 9.98
C: 0.37 5.10 8.12
C: -0.30 6.03 7.29
C: -0.36 5.83 5.93
C: 0.28 4.70 5.32
C: 0.34 4.51 3.91
C: 0.39 5.54 2.95
C: 0.23 5.23 1.56
C: 0.36 6.15 0.56
C: 0.22 5.78 -0.88
C: 0.65 7.56 0.90
O: 0.76 8.44 0.02
C: 0.82 7.89 2.32
C: 1.17 9.29 2.71
C: 0.68 6.91 3.27
C: 0.88 3.74 6.18
C: 0.93 3.92 7.54
H: -1.25 4.33 9.96
H: -0.06 4.45 11.29
H: -1.02 5.88 10.83
H: 2.13 6.62 9.16
H: 0.95 7.21 10.38
H: 2.06 5.88 10.79
H: -0.76 6.91 7.76
H: -0.88 6.56 5.31
H: 0.42 3.49 3.54
H: 0.03 4.19 1.29
H: 0.42 6.65 -1.51
H: 0.92 4.97 -1.14
H: -0.79 5.41 -1.09
H: 1.28 9.91 1.82
H: 0.41 9.73 3.36
H: 2.11 9.31 3.28
H: 0.83 7.20 4.31
H: 1.34 2.86 5.71
H: 1.40 3.20 8.20

Values from the calculation:
Frontier orbital gap, Eh: 0.1441
E_LUMO, eV: 1.14
Total charge: -1


Stability ranking, top and bottom: 1) is the most stable and 2) is the least stable.


1) ORCA calculation (the ωB97M-V functional and the def2-TZVPD basis) on one molecule with the formula C6H7NO2S.

Positions of all 17 atoms, in Å:
C: -3.01 0.97 -0.92
S: -2.72 -0.23 0.41
N: -1.01 -0.34 0.32
C: 0.00 0.59 0.70
O: -0.13 1.70 1.11
C: 1.13 -0.32 0.36
C: 2.42 -0.09 -0.35
C: 2.41 -0.61 1.06
C: -0.23 -1.39 -0.08
O: -0.37 -2.47 -0.51
H: -4.07 1.19 -0.90
H: -2.73 0.53 -1.88
H: -2.45 1.88 -0.73
H: 2.73 0.93 -0.52
H: 2.67 -0.77 -1.15
H: 2.67 -1.64 1.24
H: 2.70 0.07 1.85

Values from the calculation:
Frontier orbital gap, Eh: 0.3664
SMILES string: CSN1C(=O)C2(CC2)C1=O
E_LUMO, eV: 0.66


2) ORCA calculation (the ωB97M-V functional and the def2-TZVPD basis) on one molecule with the formula C6H7NO2S.

Positions of all 17 atoms, in Å:
C: -3.02 0.37 -1.02
C: -1.58 0.27 -0.46
N: -0.62 -0.10 -1.13
C: 0.56 -0.25 -0.40
C: 1.84 -0.56 -1.07
C: 0.38 0.23 0.85
C: 1.41 0.29 2.01
O: 1.56 1.26 2.70
O: 2.24 -0.72 1.92
S: -1.25 0.62 1.20
H: -3.84 -0.36 -0.42
H: -3.51 1.23 -1.02
H: -3.19 0.12 -2.08
H: 1.56 -0.55 -2.01
H: 1.94 -1.49 -0.86
H: 2.68 0.22 -0.89
H: 2.84 -0.57 2.69

Values from the calculation:
Frontier orbital gap, Eh: 0.3603
SMILES string: Cc1nc(C)c(C(=O)O)s1
E_LUMO, eV: 0.64


Stability ranking, top and bottom: 2) is the most stable and 1) is the least stable.


1) ORCA calculation (the ωB97M-V functional and the def2-TZVPD basis) on ClH5N3PS as an isolated structure.

Positions of all 11 atoms, in Å:
N: -0.60 0.01 1.46
N: 0.55 1.27 -0.45
N: 0.78 -1.50 -0.12
P: -0.17 -0.21 -0.16
S: -1.71 -0.45 -1.43
Cl: 2.49 -1.09 -0.43
H: -1.20 0.85 1.76
H: -1.01 -0.79 1.88
H: 0.48 1.87 0.38
H: 1.53 1.32 -0.68
H: -1.14 -1.29 -2.21

Values from the calculation:
Frontier orbital gap, Eh: 0.3276
E_LUMO, eV: 0.55


2) ORCA calculation (the ωB97M-V functional and the def2-TZVPD basis) on one molecule with the formula ClH5N3PS.

Positions of all 11 atoms, in Å:
N: 1.03 -0.18 -0.80
P: -0.77 -0.65 0.12
N: -0.55 -0.15 1.70
S: -1.59 -2.48 -0.15
N: -1.44 0.76 -0.51
Cl: -3.11 1.15 -0.19
H: 1.73 -0.91 -0.44
H: 1.15 0.62 -0.16
H: -0.51 0.93 1.90
H: -0.75 -0.73 2.48
H: -1.25 0.83 -1.45

Values from the calculation:
Frontier orbital gap, Eh: 0.3413
SMILES string: NP(N)(=S)NCl
E_LUMO, eV: 0.16


Stability ranking, top and bottom: 2) is the most stable and 1) is the least stable.


1) ORCA calculation (the ωB97M-V functional and the def2-TZVPD basis) on a 2-piece molecular cluster, CH2F3NO overall.

Positions of all 8 atoms, in Å:
C: -0.91 -0.80 -2.82
N: -0.04 -0.31 0.38
O: -0.86 -0.85 -1.40
F: -0.35 -1.81 -3.44
F: -0.34 0.32 -3.29
F: -2.20 -0.76 -3.13
H: 0.92 -0.12 0.08
H: -0.61 0.51 0.47

Values from the calculation:
Frontier orbital gap (spin up / spin down), Eh: 0.3087 / 0.3090
E_LUMO (spin up / spin down), eV: -3.03 / -3.03


2) ORCA calculation (the ωB97M-V functional and the def2-TZVPD basis) on a 2-piece molecular cluster, CH2F3NO overall.

Positions of all 8 atoms, in Å:
C: -1.28 -0.08 -0.08
N: 2.57 -0.10 0.04
O: -0.08 0.10 -0.43
F: -1.95 1.14 -0.25
F: -1.46 -0.48 1.20
F: -2.10 -0.86 -0.82
H: 2.32 0.11 1.09
H: 1.97 0.17 -0.75

Values from the calculation:
Frontier orbital gap (spin up / spin down), Eh: 0.3535 / 0.2352
E_LUMO (spin up / spin down), eV: -1.02 / -4.88


Stability ranking, top and bottom: 1) is the most stable and 2) is the least stable.


1) ORCA calculation (the ωB97M-V functional and the def2-TZVPD basis) on an isolated ion of composition C5H11NO and charge +1.

Positions of all 18 atoms, in Å:
O: -1.01 -1.44 2.82
C: -1.00 -0.60 1.99
C: 0.05 -0.47 0.86
C: 0.15 1.01 0.31
C: 0.55 0.99 -1.16
C: -0.50 0.36 -2.07
N: 1.24 -1.15 1.26
H: -1.94 -0.06 1.73
H: -0.33 -1.12 0.06
H: -0.90 1.26 0.37
H: 0.88 1.52 0.93
H: 1.42 0.34 -1.34
H: 0.87 1.95 -1.56
H: -0.71 -0.70 -1.94
H: -0.19 0.44 -3.11
H: -1.42 0.93 -2.09
H: 1.57 -1.91 0.66
H: 1.28 -1.36 2.26

Values from the calculation:
Expectation value of S²: 0.7553
Frontier orbital gap (spin up / spin down), Eh: 0.4110 / 0.2367
Multiplicity: 2
E_LUMO (spin up / spin down), eV: -4.15 / -8.82
Total charge: +1


2) ORCA calculation (the ωB97M-V functional and the def2-TZVPD basis) on a 2-piece molecular cluster, C5H11NO overall.

Positions of all 18 atoms, in Å:
N: -2.10 -0.36 -0.72
C: -0.75 -0.20 -0.56
C: -0.12 0.13 0.62
C: 1.28 0.22 0.75
C: 1.93 0.23 1.94
C: 3.39 0.10 2.03
H: -2.52 0.18 -1.49
H: -2.65 -0.39 0.11
H: -0.09 -0.47 -1.37
H: -0.69 0.33 1.53
H: 1.92 0.19 -0.15
H: 1.38 0.21 2.86
H: 3.80 -0.80 1.53
H: 3.84 0.80 1.30
H: 3.84 0.09 3.00
H: -4.36 -0.33 -3.09
H: -3.60 0.13 -4.29
O: -4.51 -0.04 -3.99

Values from the calculation:
Expectation value of S²: 0.7777
Frontier orbital gap (spin up / spin down), Eh: 0.3365 / 0.2640
Multiplicity: 2
E_LUMO (spin up / spin down), eV: -4.37 / -7.12
Total charge: +1


Stability ranking, top and bottom: 2) is the most stable and 1) is the least stable.


1) ORCA calculation (the ωB97M-V functional and the def2-TZVPD basis) on a 2-piece molecular cluster, C2H8N3 overall.

Positions of all 13 atoms, in Å:
C: -0.40 -0.22 -0.96
C: 0.61 0.04 1.42
N: 1.02 -0.37 -1.04
N: -1.12 0.61 -1.74
N: 0.54 0.47 -0.02
H: -0.92 -1.66 -0.03
H: 1.04 0.94 1.97
H: -0.45 -0.09 1.71
H: 1.24 -0.88 1.56
H: 1.42 -1.19 -0.58
H: -2.01 0.76 -1.32
H: -1.17 0.46 -2.69
H: 0.59 1.49 -0.34

Values from the calculation:
Expectation value of S²: 2.0040
Frontier orbital gap (spin up / spin down), Eh: 0.3191 / 0.3042
Multiplicity: 3
E_LUMO (spin up / spin down), eV: -3.07 / -7.50
Total charge: +1


2) ORCA calculation (the ωB97M-V functional and the def2-TZVPD basis) on a 2-piece molecular cluster, C2H8N3 overall.

Positions of all 13 atoms, in Å:
C: 1.49 -0.02 -0.08
C: -1.58 1.13 -0.13
N: 2.62 -0.29 0.40
N: -1.02 -0.02 0.51
N: -1.32 -1.16 0.09
H: 1.44 0.38 -1.05
H: -1.88 1.89 0.59
H: -0.76 1.38 -0.73
H: -2.49 0.86 -0.65
H: 3.50 0.00 0.04
H: -0.82 -1.92 0.35
H: -1.92 -1.46 -0.60
H: 2.75 -0.77 1.25

Values from the calculation:
Expectation value of S²: 2.0137
Frontier orbital gap (spin up / spin down), Eh: 0.2510 / 0.2732
Multiplicity: 3
E_LUMO (spin up / spin down), eV: -4.71 / -6.62
Total charge: +1


Stability ranking, top and bottom: 2) is the most stable and 1) is the least stable.


1) ORCA calculation (the ωB97M-V functional and the def2-TZVPD basis) on one molecule with the formula C17H23NO2.

Positions of all 43 atoms, in Å:
C: 7.11 -0.04 -0.87
O: 5.83 -0.60 -0.94
C: 4.81 0.03 -0.29
C: 4.93 1.20 0.45
C: 3.82 1.75 1.07
C: 2.58 1.15 0.96
C: 2.43 -0.03 0.23
C: 1.17 -0.72 0.08
C: 0.01 -0.43 0.68
C: -1.19 -1.25 0.41
O: -1.20 -2.21 -0.34
N: -2.29 -0.86 1.11
C: -3.58 -1.49 0.97
C: -4.62 -0.62 0.24
C: -4.22 -0.42 -1.23
C: -4.99 0.76 -1.82
C: -4.57 2.08 -1.16
C: -4.05 1.85 0.26
C: -4.84 0.73 0.94
C: 3.56 -0.57 -0.40
H: 7.14 0.97 -1.30
H: 7.48 0.00 0.16
H: 7.75 -0.70 -1.45
H: 5.89 1.70 0.55
H: 3.92 2.66 1.63
H: 1.73 1.59 1.45
H: 1.17 -1.58 -0.58
H: -0.10 0.40 1.36
H: -2.24 -0.05 1.71
H: -3.41 -2.41 0.40
H: -3.95 -1.76 1.96
H: -5.56 -1.18 0.27
H: -4.43 -1.33 -1.79
H: -3.15 -0.23 -1.30
H: -4.82 0.81 -2.90
H: -6.06 0.59 -1.67
H: -5.42 2.76 -1.14
H: -3.78 2.55 -1.75
H: -2.99 1.59 0.23
H: -4.15 2.77 0.84
H: -5.90 0.99 0.91
H: -4.56 0.65 2.00
H: 3.48 -1.48 -0.97

Values from the calculation:
Frontier orbital gap, Eh: 0.3237
SMILES string: COc1cccc(/C=C/C(=O)NCC2CCCCC2)c1
E_LUMO, eV: 0.26


2) ORCA calculation (the ωB97M-V functional and the def2-TZVPD basis) on a 2-piece molecular cluster, C17H23NO2 overall.

Positions of all 43 atoms, in Å:
C: -2.12 -0.66 1.75
C: -0.98 0.26 1.44
C: 0.18 -0.39 0.74
C: 1.46 -0.11 1.46
C: 2.09 -1.22 2.25
O: 2.03 1.01 1.38
O: -1.01 1.49 1.73
H: -1.77 -1.70 1.82
H: -2.59 -0.34 2.69
H: -2.87 -0.59 0.95
H: 0.06 -1.38 0.15
H: 1.42 -2.11 2.30
H: 3.06 -1.50 1.80
H: 2.30 -0.85 3.27
C: 3.12 -1.01 -3.67
C: 3.34 -0.97 -2.16
C: 2.76 0.30 -1.56
N: 1.32 0.45 -1.91
C: 0.36 0.81 -1.04
C: -1.00 1.07 -1.51
C: -1.74 0.19 -2.33
C: -2.94 0.64 -2.88
C: -3.41 1.95 -2.55
C: -2.70 2.75 -1.64
C: -1.53 2.30 -1.10
C: 1.20 0.65 -3.36
C: 1.74 -0.58 -4.11
H: 3.84 -0.34 -4.12
H: 3.31 -2.02 -4.03
H: 2.85 -1.83 -1.69
H: 4.41 -1.00 -1.89
H: 2.88 0.36 -0.47
H: 3.26 1.19 -2.00
H: 0.74 1.42 -0.16
H: -1.37 -0.82 -2.53
H: -3.50 0.01 -3.58
H: -4.34 2.32 -3.02
H: -3.08 3.76 -1.39
H: -0.98 2.88 -0.37
H: 0.18 0.90 -3.65
H: 1.84 1.53 -3.60
H: 1.68 -0.35 -5.19
H: 1.04 -1.38 -3.92

Values from the calculation:
Frontier orbital gap, Eh: 0.2772
E_LUMO, eV: 0.29


Stability ranking, top and bottom: 1) is the most stable and 2) is the least stable.